1.
Below is C22H65O11Sr as an isolated structure, with properties calculated with wB97M-V/def2-TZVPD.

The geometry in ORCA input format:
```
! wB97M-V def2-TZVPD RIJCOSX def2/J DEFGRID3
* xyz 2 2
H -15.800 -6.895 -0.128
O -16.052 -3.322 0.067
H -12.800 -6.497 -4.592
H -14.560 -3.444 -3.029
C -14.807 1.042 -0.789
O -17.331 -6.027 0.805
H -14.753 -1.381 -5.165
H -13.098 0.391 -0.150
O -19.601 0.874 -3.882
H -15.641 -4.173 2.716
H -13.896 -3.927 -1.533
H -18.617 -8.072 0.015
C -18.630 -0.386 1.790
C -19.053 0.139 -2.765
H -17.018 -4.254 5.456
C -15.922 -3.531 -1.344
H -17.104 -2.513 -5.487
H -13.464 -1.088 -6.650
C -18.402 0.810 2.566
O -13.279 -7.656 -3.454
H -20.430 -1.356 -3.402
H -17.687 -1.498 0.632
O -10.612 -0.985 0.822
H -14.860 -6.570 -2.783
H -14.728 1.953 -0.195
H -16.634 -8.190 -3.450
H -15.826 0.668 -0.687
H -14.160 -2.265 -1.734
H -15.835 -3.594 -5.375
H -13.826 -5.865 -7.674
H -17.732 1.468 2.012
H -14.062 -7.173 -6.570
H -18.470 -5.216 -1.657
O -13.962 0.005 -0.310
H -14.557 -7.927 -1.811
H -14.335 -5.095 -4.955
C -17.559 -8.217 -0.206
C -14.423 1.439 -2.178
H -17.975 0.298 -2.748
H -16.734 -5.656 4.449
H -14.708 -4.118 4.247
C -16.194 -2.792 -6.020
O -19.918 -4.753 0.932
C -14.210 -6.099 -6.681
H -16.773 -5.304 0.511
H -15.511 -8.108 -4.741
H -16.185 -7.667 1.374
O -17.419 -0.710 1.109
H -16.456 -3.287 -6.955
H -10.533 -0.049 0.628
Sr -14.906 -1.628 1.621
H -20.531 1.046 -3.719
C -14.615 -3.229 -1.962
H -15.775 -0.693 -6.444
H -19.496 0.443 -1.817
C -14.604 -7.627 -2.857
H -13.534 2.068 -2.131
H -9.543 -1.130 -0.837
H -20.882 -3.584 -0.368
H -12.080 -1.756 -1.314
C -19.379 -1.334 -3.113
C -13.540 -5.199 -5.694
H -15.803 -2.234 4.810
C -16.638 -7.204 0.497
H -16.205 -4.527 -1.683
H -19.082 -5.223 0.874
C -15.212 -1.574 -6.134
H -19.558 -0.246 1.236
C -15.682 -3.960 3.784
H -16.675 -2.927 -1.850
H -10.930 -2.748 -2.128
H -19.659 -4.283 -2.366
O -15.823 -2.531 3.898
C -11.217 -2.398 -1.136
H -15.298 -6.024 -6.678
C -10.155 -1.803 -0.236
O -14.104 -1.737 -6.952
H -18.968 -1.186 2.448
H -13.376 -4.212 -6.127
C -19.887 -4.020 -0.275
H -19.276 1.400 2.843
H -19.079 -2.147 -2.452
H -11.664 -3.226 -0.586
H -9.525 -2.634 0.082
H -17.503 -8.177 -1.294
H -17.228 -9.235 -0.003
H -12.860 -8.443 -3.098
H -15.493 -9.514 -3.699
O -12.469 -5.699 -5.011
C -19.492 -4.884 -1.472
H -19.156 -3.213 -0.218
C -15.602 -8.430 -3.704
H -18.835 -1.561 -4.030
H -14.410 0.528 -2.776
H -15.140 2.135 -2.613
H -17.717 0.670 3.401
H -20.010 -5.843 -1.471
H -17.730 -4.459 3.784
C -16.857 -4.573 4.426
*
```

- HOMO (spin up / spin down) (eV) = -12.93 / -12.93
- LUMO energy (spin up / spin down) (Eh) = -0.244 / -0.366
- orbital gap (spin up / spin down) (eV) = 6.297 / 2.975
- strongest force on any atom (eV/Å) = 3.12

2.
Below is C22H66AsF6N2O17 as an isolated structure, with properties calculated with wB97M-V/def2-TZVPD.

The geometry in ORCA input format:
```
! wB97M-V def2-TZVPD RIJCOSX def2/J DEFGRID3
* xyz -1 1
H 0.116 1.224 -8.199
H 0.299 -0.404 4.307
H 4.500 -3.708 4.799
H 0.810 -8.380 -0.187
H 2.093 3.157 -1.659
H -0.146 0.536 -4.608
C 0.735 0.460 -6.575
H -4.419 5.349 4.131
C 0.228 -0.222 -5.311
H 2.095 -5.049 -0.808
F -0.054 -0.077 -1.550
C -3.446 -1.117 -1.368
C 4.062 2.190 -1.555
As 0.542 -0.610 0.074
H -3.229 -1.333 0.868
O 1.031 3.654 0.553
H -0.989 0.158 -7.725
H 3.475 1.417 2.902
H 1.306 -0.305 -7.131
O -2.611 2.786 3.214
H -0.442 -6.440 -1.275
O -1.433 -2.135 3.126
C 2.698 -2.489 4.753
H 2.387 -2.762 5.759
O 3.944 2.132 -0.132
C -3.005 4.100 3.095
H -2.172 -2.439 -4.641
C 3.658 -3.517 4.132
H -4.787 0.373 1.189
O -0.792 -1.126 -5.595
H 1.938 2.070 -7.324
H 2.706 1.071 -6.092
O -2.896 2.650 0.102
O -2.674 -2.261 -1.638
O 2.937 -4.747 4.063
H -3.790 3.983 5.089
C -1.517 -1.582 -4.484
H -4.272 -0.944 -2.054
H -2.194 4.789 2.799
F 1.293 -1.097 1.577
C -2.754 3.446 -1.113
H -2.186 -0.815 -4.084
H -4.810 -1.618 0.071
F 1.854 0.556 -0.019
H 0.587 -3.753 0.994
H 5.046 2.592 -1.787
H 3.900 1.199 -1.980
H -2.281 0.505 4.943
C -1.630 -0.327 4.656
H 0.508 -6.714 0.908
H -1.251 3.696 -2.608
H 3.556 4.779 -1.073
C 1.767 1.534 -6.389
O 0.659 7.154 1.009
O -1.681 1.722 -2.434
C 0.808 6.025 0.168
H -3.586 3.269 -1.799
O 3.608 4.534 -2.004
H -2.015 -2.342 -0.932
H -2.758 4.513 -0.890
H -1.651 -1.088 5.439
O 1.541 -2.307 3.951
H 3.993 -3.165 3.151
C -3.909 -0.986 0.093
H -2.785 -0.259 -1.551
H 0.419 5.016 1.942
H 2.760 -5.745 0.664
H -1.674 -0.204 2.447
O -0.332 0.255 4.632
H 1.868 5.866 -0.047
H -3.248 1.840 -0.312
H 1.265 7.864 0.797
H -0.606 -4.692 -1.122
C 3.083 3.220 -2.116
H -0.265 -4.817 1.908
H 3.131 -1.480 4.764
C 1.896 -8.262 -0.174
H 0.599 2.892 0.961
H -0.838 -1.914 -3.693
C 0.250 4.795 0.882
C -0.610 -5.624 -0.561
H -0.828 4.672 0.770
H 1.357 2.245 -5.666
H -3.098 -1.004 3.180
H -1.125 1.013 -2.033
H 4.008 0.607 1.724
C 0.578 -5.736 0.415
H -3.641 4.377 2.241
C 2.017 -5.896 -0.116
O -4.365 0.338 0.328
H 2.053 -4.496 3.749
N -0.425 0.928 -7.385
F -0.391 0.641 0.837
H -1.550 -5.862 -0.067
H 2.958 3.002 -3.180
H -2.735 5.962 5.748
H 2.208 -8.265 0.880
H -0.589 -2.060 2.669
O -2.472 5.537 4.929
C -1.482 2.977 -1.812
H -2.479 2.434 2.323
F -0.783 -1.711 0.233
O 3.566 0.515 2.578
O 2.354 -7.105 -0.830
H 3.105 1.708 0.107
F 1.578 -1.794 -0.696
N 0.607 -4.676 1.408
H 1.767 -1.962 3.079
C -3.523 4.770 4.374
H 1.076 -0.749 -4.849
H 0.306 6.133 -0.798
C -2.030 -0.803 3.280
H 2.402 -9.129 -0.600
H -0.634 2.873 -1.134
*
```

- HOMO (eV) = -7.27
- LUMO energy (Eh) = 0.087
- orbital gap (eV) = 9.650
- strongest force on any atom (eV/Å) = 3.11

What is the strongest force on any atom in the first record?
3.12 eV/Å

What is the formula in the first record?
C22H65O11Sr

Which of these has the highest strongest force on any atom?
C22H65O11Sr

Which of these has the highest strongest force on any atom?
C22H65O11Sr